Entry 1:
ORCA calculation (the ωB97M-V functional and the def2-TZVPD basis) on 6 unconnected molecules or ions with the total composition C84H67BrClN4O14P2 in a non-equilibrium geometry.

Cartesian coordinates (Å):
C -7.1986 -7.8691 -4.6760
C -6.5065 -6.6494 -3.7617
C -6.3210 -6.9477 -2.2058
Br -7.0073 -8.8461 -1.8934
N -4.9920 -6.6564 -1.5166
N -4.8352 -7.7312 -0.6752
C -5.0424 -7.5975 0.6324
O -5.3547 -7.3080 1.9276
C -3.7662 -6.8754 -2.4358
C -3.6957 -8.3968 -3.0797
C -2.5094 -8.5110 -4.2574
O -2.8261 -8.2479 -5.5308
C -2.3315 -6.7209 -1.6072
C -2.1562 -5.2206 -0.9763
C -0.9791 -5.3902 0.2021
C -1.0059 -4.2234 1.3443
C 0.4348 -4.2762 2.1376
Cl 0.0880 -4.1693 3.9929
P -1.4290 -3.9820 -2.2322
N -0.7665 -2.6398 -1.5346
C -3.5345 -4.7960 -0.2436
C -4.9454 -5.2783 -0.9109
P -5.4999 -3.8277 -2.0857
N -7.1469 -3.7399 -2.2077
O -4.8946 -3.8884 -3.6904
O -5.0819 -2.2343 -1.4210
H -7.2426 -7.3995 -5.7742
H -8.3138 -8.0788 -4.3910
H -6.5193 -8.8143 -4.7747
H -7.3085 -5.7678 -3.8680
H -5.5937 -6.2962 -4.3964
H -7.1181 -6.2927 -1.6021
H -3.7054 -6.1376 -3.3278
H -4.6696 -8.7358 -3.6310
H -3.3812 -9.2271 -2.2814
H -1.4196 -8.8714 -3.9329
H -2.2099 -7.5436 -0.7524
H -1.3827 -6.8858 -2.3102
H 0.0590 -5.4038 -0.3809
H -1.0845 -6.4253 0.7423
H -1.8252 -4.5586 2.1457
H -1.3334 -3.1614 0.9841
H 0.9072 -5.3620 1.9905
H 1.2144 -3.4732 1.7971
H -2.3818 -3.4785 -3.1866
H -0.3626 -4.6376 -2.9506
H 0.2576 -2.6247 -1.7593
H -3.5098 -5.3044 0.8389
H -3.4590 -3.6407 -0.0052
H -5.7588 -5.0977 -0.0480
H -7.4761 -2.8257 -1.8220
H -5.2443 -3.0733 -4.1873
H -5.7472 -2.0254 -0.7008
C -3.7984 0.7636 -2.4339
C -2.5088 0.2328 -2.4186
C -1.5378 0.7814 -1.5793
C -1.8540 1.8726 -0.7610
C -3.1364 2.4187 -0.7944
C -4.1145 1.8556 -1.6244
C -3.4672 3.6007 0.0276
O -4.5945 4.0789 0.0015
C -2.4180 4.2029 0.8742
C -2.7016 5.3581 1.6143
C -1.7190 5.9264 2.4279
C -0.4570 5.3391 2.5119
C -0.1700 4.1914 1.7715
C -1.1499 3.6280 0.9434
C -0.8255 2.4349 0.1368
O 0.2849 1.9208 0.2065
H -4.5578 0.3303 -3.0812
H -2.2590 -0.6103 -3.0590
H -0.5346 0.3585 -1.5689
H -5.1217 2.2681 -1.6457
H -3.6855 5.8211 1.5568
H -1.9398 6.8265 2.9977
H 0.3064 5.7774 3.1512
H 0.8191 3.7413 1.8384
C 0.9935 -11.7347 -7.2077
C 0.2227 -10.7040 -6.6703
C 0.7972 -9.7919 -5.7835
C 2.1443 -9.9179 -5.4231
C 2.9083 -10.9628 -5.9413
C 2.3346 -11.8668 -6.8449
C 4.3165 -11.1347 -5.5299
O 4.9894 -12.0502 -5.9873
C 4.8992 -10.1931 -4.5531
C 6.2154 -10.3786 -4.1103
C 6.7785 -9.4849 -3.1968
C 6.0344 -8.4012 -2.7312
C 4.7212 -8.2172 -3.1663
C 4.1494 -9.1209 -4.0718
C 2.7481 -8.9380 -4.4984
O 2.0919 -7.9884 -4.0862
H 0.5483 -12.4401 -7.9059
H -0.8259 -10.6086 -6.9432
H 0.1907 -8.9868 -5.3720
H 2.9286 -12.6770 -7.2642
H 6.8042 -11.2203 -4.4713
H 7.7989 -9.6338 -2.8503
H 6.4753 -7.7008 -2.0251
H 4.1447 -7.3716 -2.7948
C 3.9934 -1.4804 12.2953
C 4.2835 -0.1256 12.1363
C 4.0111 0.5091 10.9233
C 3.4577 -0.2164 9.8613
C 3.1906 -1.5765 10.0124
C 3.4483 -2.2077 11.2363
C 2.6532 -2.3627 8.8831
O 2.4149 -3.5567 9.0161
C 2.4156 -1.6914 7.5896
C 1.9611 -2.4370 6.4940
C 1.7211 -1.8074 5.2707
C 1.9247 -0.4339 5.1408
C 2.3827 0.3103 6.2290
C 2.6380 -0.3220 7.4532
C 3.1564 0.4674 8.5878
O 3.3399 1.6738 8.4732
H 4.1971 -1.9730 13.2436
H 4.7202 0.4382 12.9576
H 4.2354 1.5683 10.8081
H 3.2296 -3.2662 11.3660
H 1.7966 -3.5092 6.5879
H 1.3732 -2.3892 4.4198
H 1.7309 0.0580 4.1901
H 2.5440 1.3813 6.1188
C 1.8441 11.0430 -4.7508
C 1.1941 10.3527 -5.7736
C 0.8681 9.0055 -5.6093
C 1.2040 8.3426 -4.4226
C 1.8757 9.0263 -3.4100
C 2.1863 10.3831 -3.5697
C 2.2790 8.3244 -2.1743
O 2.8659 8.9252 -1.2828
C 1.9727 6.8870 -2.0325
C 2.4003 6.1956 -0.8915
C 2.1032 4.8391 -0.7432
C 1.3723 4.1732 -1.7267
C 0.9500 4.8581 -2.8670
C 1.2595 6.2156 -3.0244
C 0.8393 6.9223 -4.2505
O 0.2009 6.3366 -5.1175
H 2.0900 12.0953 -4.8751
H 0.9387 10.8637 -6.6992
H 0.3560 8.4743 -6.4100
H 2.6985 10.9269 -2.7779
H 2.9687 6.7089 -0.1175
H 2.4407 4.3029 0.1411
H 1.1345 3.1183 -1.6081
H 0.3840 4.3304 -3.6329
C 1.3588 16.6515 3.3501
C 1.4037 16.5436 1.9603
C 1.6440 15.3050 1.3635
C 1.8523 14.1719 2.1593
C 1.8318 14.2845 3.5489
C 1.5729 15.5252 4.1459
C 2.0993 13.1060 4.3984
O 2.0779 13.2033 5.6191
C 2.4013 11.8114 3.7557
C 2.7137 10.6993 4.5484
C 2.9876 9.4679 3.9492
C 2.9411 9.3415 2.5611
C 2.6357 10.4491 1.7688
C 2.3748 11.6888 2.3673
C 2.0879 12.8625 1.5191
O 2.0515 12.7534 0.2989
H 1.1624 17.6150 3.8152
H 1.2494 17.4239 1.3403
H 1.6725 15.2273 0.2779
H 1.5418 15.6181 5.2301
H 2.7490 10.7887 5.6330
H 3.2351 8.6069 4.5663
H 3.1473 8.3807 2.0944
H 2.6061 10.3440 0.6855

As for the orbital gap: 0.1914 hartree. For the electronic energy, the calculation gives -8229.889336 hartree. The HOMO energy comes out at -10.389 eV. As for the total charge: +1. The calculation puts the largest force on an atom at 11.7 eV/Å.

=====

Entry 2:
ORCA calculation (the ωB97M-V functional and the def2-TZVPD basis) on a single C5H9N3 molecule in a non-equilibrium geometry.

Cartesian coordinates (Å):
C 1.7059 0.5633 0.6283
C 1.1230 -1.2766 -0.3980
C 0.0028 -0.2574 -0.7467
C -1.3093 -0.8620 -0.2758
C -1.7175 -0.4385 1.0108
H 0.3424 1.8896 -1.3149
H -1.3338 2.1293 -0.3765
H 2.3730 1.1884 1.4515
H 0.5978 -1.8605 0.5625
H 1.4258 -1.9259 -1.1174
H -0.0597 0.2821 -1.6451
H -2.0626 -1.3000 -0.9474
H -0.7710 0.2542 1.5293
H -2.7242 -0.7188 1.4441
N -0.1677 2.0080 -0.3342
N 0.3750 0.9157 0.2117
N 2.2002 -0.5908 0.3178

As for the orbital gap: 0.3530 hartree. For the electronic energy, the calculation gives -359.967089 hartree. The HOMO energy comes out at -8.765 eV. Its SMILES is C=C[C@@H]1CN=CN1N. The calculation puts the largest force on an atom at 5.5 eV/Å. As for the energy above the lowest of the compared OMol25 structures with the same formula, charge and spin: 144.44 kcal/mol.

=====

Entry 3:
ORCA calculation (the ωB97M-V functional and the def2-TZVPD basis) on 2 unconnected molecules or ions with the total composition C5H7F6NO in a non-equilibrium geometry.

Cartesian coordinates (Å):
C -1.1615 -0.4362 -0.0737
C 0.9397 0.1909 -1.1874
C 0.8222 -0.2591 1.2181
C 0.7674 1.7001 2.1778
C 2.3289 -0.3762 1.2722
N 0.3000 -0.2959 0.0124
O 0.2220 -0.9733 2.1911
F -0.1779 2.4737 1.5390
F 0.2642 1.4950 3.4212
F 1.8502 2.4691 2.2961
F 2.6565 -0.3285 2.6141
F 2.8339 -1.5657 0.8993
F 2.9948 0.5675 0.6715
H -1.3788 -1.3293 0.5101
H -1.7923 0.3584 0.2084
H -1.1700 -0.5907 -1.1504
H 1.2657 1.2041 -1.1712
H 1.7887 -0.5424 -1.4522
H 0.3352 0.1364 -2.0285
H 0.5996 -0.6359 2.9377

As for the orbital gap: 0.3547 hartree. For the electronic energy, the calculation gives -923.843439 hartree. The HOMO energy comes out at -8.951 eV. The calculation puts the largest force on an atom at 4.3 eV/Å. As for the energy above the lowest of the compared OMol25 structures with the same formula, charge and spin: 47.24 kcal/mol.

=====

Entry 4:
ORCA calculation (the ωB97M-V functional and the def2-TZVPD basis) on a molecular structure, C20H24LuN5O2S in a non-equilibrium geometry.

Cartesian coordinates (Å):
Lu 0.9322 -0.2603 0.7339
C -2.5417 2.6776 -6.3153
C -1.9051 1.9984 -5.1511
C -1.1330 0.8459 -5.3136
C -0.5074 0.2368 -4.2347
C -0.6845 0.7991 -2.9834
C -1.4490 1.9396 -2.7823
C -2.0420 2.5411 -3.8714
S 0.0347 0.1915 -1.4985
O 1.1234 -0.8038 -1.5876
O 0.5889 1.3390 -0.7292
N -0.9988 -0.4196 -0.4057
C -1.0147 -1.8097 -0.3908
C -1.8019 -2.5831 -1.2429
C -1.7460 -3.9602 -1.1425
C -0.8927 -4.5311 -0.2025
C -0.1142 -3.7088 0.5858
N -0.1578 -2.3657 0.5115
H -2.6778 1.9981 -7.1516
H -1.8981 3.4959 -6.6403
H -3.5051 3.1034 -6.0428
H -1.0082 0.4283 -6.3024
H 0.1095 -0.6406 -4.3592
H -1.5486 2.3347 -1.7831
H -2.6121 3.4458 -3.7357
H -2.4520 -2.0881 -1.9482
H -2.3544 -4.5746 -1.7905
H -0.8369 -5.5990 -0.0842
H 0.5795 -4.1348 1.3018
C 5.5879 -3.0070 2.4809
C 4.9586 -1.7317 3.0746
C 3.8949 -1.2488 2.2824
N 3.0125 -0.8694 1.6383
H 6.4444 -3.2942 3.0864
H 5.9270 -2.8325 1.4629
H 4.8722 -3.8251 2.4805
H 5.7135 -0.9412 3.1535
H 4.5689 -1.9411 4.0786
C -2.8215 1.6936 4.8545
C -1.6760 1.6899 3.9238
C -0.7997 2.7060 3.5767
C 0.1227 2.1448 2.6948
N -0.1590 0.8397 2.5041
N -1.2643 0.5952 3.2610
C 1.2797 2.7840 2.0063
H -3.1388 2.7131 5.0497
H -2.5355 1.2419 5.8043
H -3.6622 1.1280 4.4608
H -0.8327 3.7165 3.9247
H -1.7003 -0.3173 3.2839
H 1.8332 3.4161 2.6998
H 0.9195 3.4212 1.1952
H 1.9690 2.0225 1.5787

As for the orbital gap: 0.3360 hartree. For the electronic energy, the calculation gives -2834.084000 hartree. The HOMO energy comes out at -14.586 eV. As for the total charge: +2. The calculation puts the largest force on an atom at 3.1 eV/Å. As for the energy above the lowest of the compared OMol25 structures with the same formula, charge and spin: 4.04 kcal/mol.

=====

Repeat the second record exactly.
ORCA calculation (the ωB97M-V functional and the def2-TZVPD basis) on a single C5H9N3 molecule in a non-equilibrium geometry.

Cartesian coordinates (Å):
C 1.7059 0.5633 0.6283
C 1.1230 -1.2766 -0.3980
C 0.0028 -0.2574 -0.7467
C -1.3093 -0.8620 -0.2758
C -1.7175 -0.4385 1.0108
H 0.3424 1.8896 -1.3149
H -1.3338 2.1293 -0.3765
H 2.3730 1.1884 1.4515
H 0.5978 -1.8605 0.5625
H 1.4258 -1.9259 -1.1174
H -0.0597 0.2821 -1.6451
H -2.0626 -1.3000 -0.9474
H -0.7710 0.2542 1.5293
H -2.7242 -0.7188 1.4441
N -0.1677 2.0080 -0.3342
N 0.3750 0.9157 0.2117
N 2.2002 -0.5908 0.3178

As for the orbital gap: 0.3530 hartree. For the electronic energy, the calculation gives -359.967089 hartree. The HOMO energy comes out at -8.765 eV. Its SMILES is C=C[C@@H]1CN=CN1N. The calculation puts the largest force on an atom at 5.5 eV/Å. As for the energy above the lowest of the compared OMol25 structures with the same formula, charge and spin: 144.44 kcal/mol.

=====

> Look up the electronic energy of the first one.

-8229.889336 hartree